Molecular formula: C13H17Cl4N3O2
Method: DFT, ωB97M-V/def2-TZVPD

Properties
E_LUMO   -0.8799 eV
HOMO energy   -7.5314 eV
Relative energy (zero: lowest compared OMol25 entry of this formula, charge and spin)   849.2 kJ/mol
HOMO-LUMO gap   6.65 eV

Geometry (Å):
N  5.396  -8.927  -21.647
C  4.845  -10.014  -21.001
C  3.902  -10.879  -21.505
C  3.529  -10.704  -22.819
C  4.010  -9.601  -23.522
C  4.947  -8.723  -22.946
H  5.276  -10.153  -20.020
H  3.537  -11.744  -20.971
H  2.766  -11.328  -23.260
H  3.699  -9.439  -24.543
H  5.315  -7.905  -23.548
N  6.107  -4.936  -19.994
C  5.374  -3.963  -19.403
C  4.046  -3.833  -19.735
C  3.412  -4.647  -20.679
C  4.165  -5.690  -21.247
C  5.493  -5.843  -20.811
H  5.906  -3.260  -18.777
H  3.553  -3.026  -19.212
H  2.399  -4.537  -21.037
H  3.685  -6.411  -21.891
H  6.138  -6.614  -21.205
C  7.369  -9.692  -22.932
N  7.723  -8.570  -23.909
O  8.856  -8.142  -23.880
O  6.782  -8.095  -24.566
H  6.481  -9.291  -22.443
H  8.218  -9.784  -22.254
H  7.168  -10.656  -23.399
C  6.276  -7.014  -17.121
Cl  6.546  -6.588  -15.381
Cl  6.306  -5.519  -18.078
H  7.092  -7.637  -17.486
H  5.309  -7.465  -17.344
C  6.841  -8.256  -20.541
Cl  7.323  -7.917  -18.821
Cl  7.470  -7.004  -21.583
H  7.241  -9.212  -20.878
H  5.752  -8.271  -20.568